DFT (wB97M-V/def2-TZVPD) results for a molecular structure, C38H37Cl8GeN3O2S3Se2Zr in a non-equilibrium geometry.

XYZ file:
```
95
Properties=species:S:1:pos:R:3:lowdin_spin:R:1
Zr 0.30871 1.66192 -0.17239 0.00
C 4.05519 2.60954 2.66941 0.00
Se 2.99683 1.20038 1.84821 0.01
C 4.45750 0.35631 0.85098 0.00
C 4.72741 1.06789 -0.45721 0.00
Se 3.15209 0.97215 -1.61055 0.00
C 3.93248 2.01428 -3.05818 0.00
H 4.89604 2.14982 3.18083 0.00
H 3.41747 3.11497 3.39189 0.00
H 4.39834 3.32026 1.92195 0.00
H 4.16994 -0.67931 0.68654 0.00
H 5.32299 0.37778 1.50563 0.00
H 5.54506 0.59561 -0.99799 0.00
H 4.97142 2.11657 -0.30116 0.00
H 4.21542 3.00055 -2.69349 0.00
H 3.20157 2.11738 -3.85623 0.00
H 4.80666 1.48718 -3.42795 0.00
Cl -2.02490 3.24393 2.60589 0.00
C -0.39299 3.83369 2.44160 0.00
C 0.49630 3.27546 1.49367 0.00
C 1.57641 4.12946 1.26624 0.00
Cl 2.49693 3.72489 -0.14812 0.00
C 1.88494 5.29716 1.93312 0.00
Cl 3.24977 6.21976 1.48628 0.00
C 1.04861 5.70233 2.96106 0.00
Cl 1.39904 7.10567 3.85666 0.00
C -0.11724 4.98197 3.19126 0.00
Cl -1.22971 5.54117 4.36206 0.00
N -2.53850 -0.48131 2.98618 0.12
C -1.91432 -1.20304 3.98292 0.09
C -2.60254 -2.17150 4.70208 0.00
C -1.93296 -2.88475 5.67436 0.07
C -0.56802 -2.65826 5.93546 0.04
C 0.12581 -1.70783 5.22249 0.01
C -0.55501 -0.97192 4.24582 0.11
S 0.28029 0.24692 3.37155 0.37
N -0.64269 0.52570 2.03532 0.15
C -1.91375 0.20662 2.03326 0.01
C -2.71641 0.65212 0.87688 0.00
C -4.08933 0.72765 0.94135 0.00
C -4.80119 1.11265 -0.19022 0.00
C -4.10086 1.39037 -1.34184 0.00
C -2.71796 1.34106 -1.30608 0.00
N -2.01769 0.99372 -0.21772 0.00
H -3.52661 -0.65647 2.87598 0.00
H -3.65733 -2.35356 4.51225 0.00
H -2.47177 -3.63393 6.24351 0.00
H -0.06351 -3.22130 6.71199 0.00
H 1.17749 -1.51594 5.41718 0.00
H -4.62085 0.54740 1.86862 0.00
H -5.88203 1.18361 -0.15730 0.00
H -4.60321 1.66731 -2.25964 0.00
H -2.15112 1.58508 -2.18974 0.00
O 0.17186 0.39995 -2.11819 0.00
S 0.43447 0.16284 -3.62625 0.00
C 1.57207 -1.24598 -3.85566 0.00
C 1.14806 -2.63694 -3.41857 0.00
C 0.75079 -2.68598 -1.94362 0.00
C 1.93593 -2.60661 -0.98472 0.00
S 1.51679 -1.79095 0.59263 0.00
O 1.09398 -0.36483 0.19260 0.00
C 0.06834 -2.75387 1.00319 0.00
C 0.27988 -3.88847 1.77950 0.00
C -0.79522 -4.71550 2.07183 0.00
C -2.06586 -4.39871 1.60453 0.00
C -2.26473 -3.25331 0.83679 0.00
C -1.19407 -2.42278 0.53521 0.00
C -1.03447 -0.58923 -4.27562 0.00
C -2.06567 -1.00565 -3.45344 0.00
C -3.19017 -1.58347 -4.03133 0.00
C -3.26534 -1.73790 -5.41003 0.00
C -2.22491 -1.30098 -6.22293 0.00
C -1.10125 -0.71585 -5.65802 0.00
H 2.49128 -0.92889 -3.37262 0.00
H 1.73544 -1.21043 -4.93791 0.00
H 1.97856 -3.31606 -3.63296 0.00
H 0.29819 -2.98063 -4.00905 0.00
H 0.16209 -3.58046 -1.75242 0.00
H 0.11937 -1.82326 -1.76309 0.00
H 2.74977 -1.99584 -1.38280 0.00
H 2.33196 -3.58586 -0.69944 0.00
H 1.27842 -4.14416 2.13029 0.00
H -0.63827 -5.61734 2.65245 0.00
H -2.90405 -5.05000 1.82942 0.00
H -3.25119 -3.02370 0.44608 0.00
H -1.33176 -1.54379 -0.07588 0.00
H -1.99130 -0.88354 -2.38043 0.00
H -4.01101 -1.91379 -3.40407 0.00
H -4.13907 -2.20039 -5.85558 0.00
H -2.29095 -1.40672 -7.29890 0.00
H -0.29289 -0.35601 -6.28906 0.00
Cl -0.95390 3.68482 -0.87853 0.00
Ge 0.62887 3.39514 -2.65723 0.00
Cl 0.82195 5.48490 -3.09129 0.00
Cl -1.02024 2.87110 -4.09959 0.00
```

Results
Spin multiplicity = 2
Max |F| = 1.60 eV/Å
Net charge = +3
Frontier orbital gap (alpha / beta) = 6.200 / 4.392 eV
HOMO level (alpha / beta) = -15.12 / -15.12 eV
Energy above the lowest of the compared OMol25 structures with the same formula, charge and spin = 2.901 eV

---

DFT (wB97M-V/def2-TZVPD) results for a molecular structure, C38H37ClFInN5O8Si in a non-equilibrium geometry.

XYZ file:
```
92
Properties=species:S:1:pos:R:3:mulliken_charge:R:1
In -0.59093 0.40823 0.98128 1.40
O 1.50163 2.58475 6.49484 -0.56
C 2.38206 1.69538 6.09998 0.35
O 3.26413 1.29311 6.82719 -0.63
C 2.26567 1.19051 4.68383 -0.32
C 3.16376 0.32026 4.10174 0.33
Cl 4.53627 -0.42958 4.77879 -0.16
N 2.74844 0.06746 2.82943 -0.33
N 1.58981 0.69558 2.56985 0.76
C 1.29840 1.38576 3.64503 -0.03
C 0.08484 2.27204 3.50140 0.61
O -0.19049 3.07757 4.41137 -0.98
O -0.54958 2.15898 2.40519 -0.51
C 3.37481 -0.67389 1.75904 -0.02
C 2.57448 -1.44191 0.92566 0.53
C 3.14531 -2.13323 -0.13046 -0.94
C 4.51300 -2.06255 -0.36051 -0.65
C 5.30444 -1.26796 0.45983 -0.82
C 4.73853 -0.56317 1.51646 -0.32
H 0.83706 2.79590 5.75418 0.44
H 1.50599 -1.46764 1.06407 0.38
H 2.50283 -2.72088 -0.78068 0.43
H 4.95656 -2.60725 -1.18750 0.39
H 6.36956 -1.17801 0.27287 0.45
H 5.35159 0.09173 2.12119 0.53
C -0.88653 4.85176 -0.25662 -1.25
Si -0.25663 3.17196 -0.76947 0.73
C 1.39920 3.01667 0.09640 -0.19
C 0.08399 3.19206 -2.60696 -1.08
N -1.33669 1.86404 -0.39537 0.45
C -2.64752 1.81812 -0.83699 0.96
C -3.28068 2.79766 -1.64278 -0.82
C -4.61536 2.71841 -2.02050 -1.06
C -5.40880 1.63942 -1.64639 -0.73
C -4.80952 0.61959 -0.91567 -0.50
C -3.48632 0.72869 -0.56966 0.30
F -2.91949 -0.31064 0.08768 -0.17
H -0.14891 5.60331 -0.58102 0.36
H -0.96036 4.89373 0.84145 0.26
H -1.86187 5.13376 -0.67157 0.38
H 1.62829 3.98313 0.56203 0.45
H 2.19382 2.77554 -0.62369 0.41
H 1.43076 2.25936 0.88694 -0.47
H 1.03500 3.71130 -2.80791 0.39
H -0.70558 3.69118 -3.18902 0.36
H 0.17329 2.15545 -2.96919 0.07
H -2.68954 3.63989 -1.98611 0.25
H -5.03751 3.51897 -2.61942 0.40
H -6.45261 1.58048 -1.92641 0.38
H -5.35769 -0.26284 -0.60486 0.51
C -2.86794 -1.85811 4.77833 -0.48
C -3.41514 -0.74317 4.15454 -0.79
C -2.76367 -0.15691 3.06922 -0.50
C -1.55671 -0.68059 2.57474 0.50
C -1.01490 -1.79991 3.22672 -0.08
C -1.66272 -2.38121 4.31747 -0.89
H -3.37530 -2.31420 5.62514 0.36
H -4.34495 -0.32072 4.52081 0.39
H -3.20032 0.72904 2.61470 0.41
H -0.08697 -2.24021 2.88326 0.25
H -1.22187 -3.24106 4.81196 0.41
N -0.50129 -2.53178 0.07785 -0.45
C -1.26182 -2.76000 -0.77038 0.24
N -2.06953 -3.03822 -1.80634 0.24
C -2.64749 -1.93629 -2.60960 0.17
C -2.83824 -2.44491 -4.01226 -0.94
O -3.63269 -3.63612 -4.02492 -0.43
C -3.02575 -4.68145 -3.27269 -0.62
C -2.83829 -4.28282 -1.83093 -0.59
H -1.97003 -1.08403 -2.59565 0.11
H -3.60726 -1.63217 -2.19361 -0.02
H -1.86258 -2.64544 -4.46280 0.42
H -3.36294 -1.70611 -4.60959 0.38
H -2.05287 -4.93697 -3.70395 0.33
H -3.68297 -5.54346 -3.33792 0.35
H -2.29957 -5.05469 -1.28727 0.44
H -3.81404 -4.13553 -1.36224 0.31
O 1.32695 -0.86762 -4.08920 -0.73
C 2.45921 -0.60452 -3.41406 0.37
C 3.67062 -0.67355 -4.10164 -0.88
C 4.85599 -0.39890 -3.44224 -0.60
C 4.86379 -0.05614 -2.08819 -1.37
C 3.66175 0.00378 -1.40353 -0.02
C 2.45272 -0.26861 -2.04828 -0.21
C 1.15485 -0.22204 -1.30770 0.37
O 0.08697 -0.42312 -1.92943 -0.51
O 1.21088 0.00724 -0.02079 -0.62
H 0.60197 -0.75127 -3.43168 0.31
H 3.65556 -0.94878 -5.15312 0.46
H 5.79024 -0.44321 -3.99144 0.40
H 5.79537 0.15529 -1.57911 0.59
H 3.63002 0.26626 -0.35314 1.23
```

Results
Max |F| = 3.41 eV/Å
Net charge = -1
Frontier orbital gap = 7.536 eV
HOMO level = -5.23 eV
Energy above the lowest of the compared OMol25 structures with the same formula, charge and spin = 1.679 eV

---

| no. | E (a.u.) | molecular weight (g mol⁻¹) |
| --- | --- | --- |
| 1 | -13587.17072 | 1269.31 |
| 2 | -3385.83135 | 889.10 |